# 1
C8H10N2O | the ωB97M-V functional and the def2-TZVPD basis

```
21
Properties=species:S:1:pos:R:3:forces:R:3
C 2.5839 1.8040 0.5925 -1.946 0.318 3.801
C 1.7120 0.9225 -0.1059 1.691 0.355 -0.215
C 1.9450 1.9657 1.8707 3.126 1.069 -3.106
C 0.7348 0.5511 0.7605 0.156 -0.639 0.468
C -2.2930 0.8613 -0.5145 2.175 -0.995 1.228
C -1.8402 -0.4579 -1.1089 0.485 0.710 0.486
C -0.5568 -0.2006 0.6871 0.159 2.788 0.827
C -0.2169 -3.4610 -1.4550 0.992 -1.102 -2.056
N -1.5638 1.0121 0.5539 -1.553 -1.892 -2.367
N -0.8382 -0.9592 -0.4629 -1.405 -0.430 -1.465
O 0.9024 1.1995 1.9731 -2.020 -0.993 -0.454
H 3.5612 2.2420 0.4659 -0.170 -0.045 -0.893
H 1.9950 0.6480 -1.1102 -0.693 -0.452 -0.095
H 2.1676 2.7301 2.6037 -0.108 -0.578 0.434
H -2.9265 1.6324 -0.9159 -0.401 -0.009 -0.131
H -2.2575 -0.8755 -2.0142 0.002 -0.072 0.011
H -0.8504 -0.6893 1.6168 0.206 -0.230 0.070
H 0.7833 -3.5148 -2.0300 -1.408 0.746 1.272
H -0.3277 -3.6348 -0.4161 0.247 0.179 1.042
H -1.1075 -3.6290 -2.0798 0.144 0.680 0.231
H -1.6068 1.8535 1.0891 0.321 0.591 0.912
```
Positions in Å, forces in eV/Å.

Values from the calculation:
LUMO level (eV): -11.67
Calculated total energy (eV): -13462.6948
Charge: +2
ΔE to the lowest compared entry with this formula, charge and spin (kcal/mol): 72.0
Kohn-Sham gap (Ha): 0.135

Löwdin population analysis, charges in e, atoms 1 to 4: 0.0184, 0.0002, -0.0635, -0.2397

# 2
C37H94NO41P9 | the ωB97M-V functional and the def2-TZVPD basis

```
182
Properties=species:S:1:pos:R:3:forces:R:3
O 24.1700 1.6167 30.0684 -0.541 1.551 -0.151
N 23.3767 2.5555 29.9384 0.383 -0.802 1.294
O 23.5516 3.7391 30.1693 1.045 -0.254 -0.115
C 22.0402 2.2308 29.5586 -1.459 -0.807 -0.574
C 21.4202 3.0494 28.6545 1.124 0.760 -1.428
C 20.2439 2.6984 28.0694 -1.360 -1.463 -0.487
C 19.5588 1.5334 28.4987 0.128 0.291 1.255
C 20.1249 0.7295 29.4718 1.421 1.121 0.490
C 21.3949 1.0990 29.9808 -0.374 -0.879 0.785
H 22.0163 3.8524 28.2467 -0.218 0.368 0.047
H 19.9086 3.1665 27.1557 -0.228 0.595 0.288
H 18.5137 1.2986 28.3602 -0.037 0.237 -1.175
H 19.5926 -0.1122 29.8895 0.049 -0.026 -0.005
H 21.8441 0.5930 30.8226 0.057 -0.564 -0.173
C 31.3092 2.1413 31.9218 1.048 2.374 1.679
O 30.2174 1.3012 31.6444 0.065 0.136 -0.943
P 28.7810 1.9936 31.3126 0.140 -1.936 1.290
O 28.1390 2.5028 32.5539 0.412 -0.038 -1.740
O 28.0297 0.6867 30.6295 0.139 1.714 0.857
C 27.8667 -0.4583 31.5017 1.852 -1.156 0.095
O 29.1565 3.0402 30.1480 0.127 -2.184 1.172
C 28.4436 4.2258 30.1377 -1.696 2.288 -0.133
H 32.3500 1.9728 31.6451 -0.473 -1.377 -1.473
H 31.5470 2.2774 32.9768 -0.971 -0.582 0.718
H 31.1501 3.1878 31.6618 -0.386 -0.028 -0.569
H 26.9437 -1.0348 31.5636 -0.764 1.308 -0.398
H 28.2677 -0.2961 32.5022 -0.410 0.430 0.059
H 28.5374 -1.2206 31.1053 0.286 0.032 -0.219
H 27.4898 4.1694 30.6622 -0.334 -0.537 -0.444
H 28.3079 4.5389 29.1025 -0.135 -0.139 0.067
H 28.8581 5.0762 30.6791 1.094 -0.259 0.025
C 16.8994 11.9184 33.5972 -0.666 1.002 -0.662
O 18.1015 11.2467 33.8566 2.205 -1.048 2.670
P 19.1187 11.7504 35.0678 -0.563 0.880 -0.355
O 19.6318 13.1026 34.6454 -0.318 -2.494 1.656
O 18.1990 11.7250 36.4608 1.224 0.070 -2.206
C 17.5190 10.4929 36.8106 0.550 0.920 0.899
O 20.1667 10.4966 35.3592 -4.480 2.714 -2.248
C 21.4576 10.5828 35.8410 1.458 -1.687 0.760
H 17.0480 12.2929 32.5844 -0.754 -0.318 -0.241
H 16.6342 12.8182 34.1523 0.802 0.055 0.665
H 16.0390 11.2693 33.7597 0.152 -0.337 -0.514
H 17.4997 10.5362 37.8996 -0.284 -0.103 0.025
H 18.1223 9.6172 36.5712 -0.389 -0.020 -0.519
H 16.4968 10.5534 36.4371 0.199 -0.515 -0.235
H 21.9989 11.5234 35.9424 -0.670 0.341 -0.284
H 21.9768 9.9029 35.1654 0.767 0.212 0.322
H 21.3603 10.0859 36.8062 0.784 0.218 0.231
C 26.1879 5.8051 41.4444 -1.261 1.842 1.115
O 27.3784 5.6667 40.7654 2.548 -1.685 -2.243
P 27.3645 4.6084 39.5322 -0.551 0.629 -1.565
O 28.6286 4.3986 38.7459 -2.114 1.136 1.341
O 26.8723 3.2686 40.2389 -0.527 1.280 -1.264
C 27.7758 2.7257 41.1499 -0.307 -1.573 2.093
O 25.9716 5.0885 38.7265 1.739 -0.854 0.839
C 26.0741 5.6087 37.3647 1.128 -0.559 0.471
H 25.4484 5.0522 41.1715 -0.072 0.226 0.316
H 25.8888 6.8303 41.2263 -0.928 -0.165 -0.347
H 26.3870 5.8915 42.5126 0.054 -0.822 0.160
H 28.6434 3.3007 41.4737 0.200 0.157 -0.942
H 27.9776 1.6982 40.8471 0.621 0.240 -0.170
H 27.2288 2.6164 42.0864 -0.204 -0.066 0.191
H 25.7888 4.8381 36.6486 -0.266 0.068 0.135
H 27.1414 5.7904 37.2384 -0.095 0.409 -0.560
H 25.4840 6.5164 37.2385 -0.015 -0.201 0.271
C 23.9578 12.8932 28.2369 0.923 0.979 0.071
O 23.7583 13.0397 29.6540 0.213 -0.614 0.778
P 24.9326 12.6137 30.6407 1.526 -1.213 1.105
O 25.4320 11.1896 30.5390 -1.153 2.432 0.037
O 26.0754 13.7372 30.3254 -0.009 -1.550 1.037
C 27.3531 13.4718 30.9984 0.562 0.049 1.017
O 24.4548 13.0305 32.1511 0.855 1.055 -2.558
C 23.4185 12.3786 32.8445 0.398 -1.040 0.513
H 25.0208 12.9919 28.0167 0.094 0.029 -0.032
H 23.4800 13.7954 27.8550 -0.263 -0.528 -0.536
H 23.6576 11.9387 27.8047 -0.486 0.201 0.386
H 27.8296 14.3964 31.3243 -0.258 0.309 -0.758
H 28.0685 12.8192 30.4982 -0.415 0.326 -1.015
H 27.3144 12.9561 31.9579 -1.135 -0.166 0.139
H 23.6527 11.3210 32.7226 -0.854 -0.355 0.102
H 22.4150 12.6832 32.5474 0.119 -0.118 -0.221
H 23.5620 12.6068 33.9006 -0.103 0.183 -0.020
C 17.2166 8.4771 32.0484 -0.702 0.455 -1.920
O 17.6995 7.8100 33.1386 1.300 -2.779 3.784
P 17.9765 6.2118 33.3145 0.923 -0.071 -1.132
O 16.9626 5.3270 32.6946 0.706 0.812 1.017
O 18.3650 5.9017 34.8739 -1.166 0.706 -1.506
C 19.3652 6.7145 35.4641 0.558 1.090 1.129
O 19.4619 6.0117 32.6509 -1.547 1.659 -0.340
C 19.8408 4.7870 32.0738 0.238 -1.628 0.975
H 17.1740 7.7484 31.2389 0.182 0.646 -0.612
H 17.8312 9.3654 31.9021 0.302 -0.363 -0.509
H 16.2032 8.8651 32.1506 -0.250 -0.302 0.605
H 19.1029 7.7704 35.3971 0.214 0.120 -0.687
H 20.3846 6.5146 35.1339 -0.179 -0.012 -0.588
H 19.4135 6.6103 36.5481 -0.491 -0.848 0.078
H 20.0122 4.6998 31.0009 0.004 1.052 -0.115
H 19.0934 4.0218 32.2837 -0.048 -0.086 0.135
H 20.7514 4.5325 32.6161 0.179 -0.354 -0.331
C 30.4627 8.2878 35.8856 0.489 0.733 -0.039
O 30.9681 7.2041 35.0653 -1.311 -0.644 -1.419
P 30.1237 6.6854 33.6857 -1.947 2.125 1.562
O 29.1793 7.7758 33.1851 1.605 -2.647 1.371
O 29.4968 5.2629 34.1126 0.748 0.082 0.618
C 30.0895 4.3938 35.1849 1.447 0.574 -0.179
O 31.1819 6.3173 32.5724 1.058 0.475 -0.044
C 31.9191 7.4539 32.0216 0.284 0.927 0.622
H 31.3306 8.7808 36.3235 0.317 0.257 -0.696
H 29.9287 8.1061 36.8183 -0.520 -1.434 -0.340
H 29.8484 8.9746 35.3033 0.245 -0.001 -0.163
H 30.7644 5.0161 35.7727 -0.474 0.129 0.246
H 30.7658 3.6221 34.8174 -0.230 0.153 -1.045
H 29.4362 3.8210 35.8431 -0.988 0.888 -0.468
H 31.8973 7.5480 30.9359 -0.395 -0.679 0.121
H 32.9567 7.4875 32.3536 0.057 -0.863 0.001
H 31.5491 8.3946 32.4295 -0.546 -0.081 -0.125
C 22.9867 7.5578 29.3410 0.707 0.712 0.956
O 21.7047 7.0827 28.9438 -1.199 0.630 -1.006
P 20.5154 8.1786 28.7621 -0.489 -0.419 -0.331
O 20.2608 8.9509 29.9919 0.246 -0.154 -0.731
O 20.8759 9.0064 27.4137 -1.342 -1.077 1.589
C 21.6266 10.2131 27.3096 1.100 -0.540 0.032
O 19.2264 7.3148 28.2265 2.253 1.721 -1.008
C 18.5629 6.3884 28.9998 -1.191 -1.311 2.013
H 23.8008 7.4488 28.6243 -0.411 -0.852 -0.374
H 23.2183 7.0844 30.2951 0.267 -0.114 -0.236
H 23.0355 8.6308 29.5263 -0.563 0.206 0.188
H 21.0493 11.0346 26.8852 -0.060 -0.364 -0.221
H 22.4515 9.8397 26.7027 0.100 0.938 -0.546
H 22.1104 10.5822 28.2139 -0.552 -0.327 0.507
H 18.5994 6.6432 30.0590 0.537 -0.149 0.162
H 18.8550 5.3489 28.8514 0.769 0.105 -0.087
H 17.4847 6.3152 28.8579 -0.121 0.795 -0.866
C 22.2012 8.2606 32.7316 -2.384 0.017 -1.467
O 23.2808 8.5936 33.4778 4.414 -0.525 2.963
P 24.2388 7.3864 34.0876 -0.708 0.579 -2.817
O 23.5131 6.2871 34.7491 0.703 0.836 0.240
O 24.9121 6.8971 32.6475 -0.820 2.871 1.881
C 25.5590 5.6536 32.6201 -1.238 -1.081 0.498
O 25.3828 8.1533 34.9244 -1.953 -1.854 -0.345
C 26.2819 8.9607 34.2171 1.529 1.174 -0.035
H 21.3416 8.7770 33.1588 -0.449 -0.553 0.276
H 22.0845 7.1780 32.6804 -0.498 0.079 -0.195
H 22.2426 8.7238 31.7457 0.376 -0.365 -0.211
H 25.5977 5.3163 33.6558 0.854 -0.523 -0.160
H 26.5066 5.6910 32.0829 -0.121 0.054 0.265
H 24.7878 5.0442 32.1488 0.743 -0.775 -0.371
H 25.8690 9.9691 34.1920 0.028 0.019 -0.565
H 26.6177 8.5656 33.2584 -0.584 0.097 -0.111
H 27.2078 9.0040 34.7905 -0.032 -0.044 0.251
C 27.4629 12.5794 35.2316 -0.006 -1.292 -2.368
O 28.6645 12.6879 34.3526 1.145 1.652 1.280
P 29.5973 14.0401 34.1410 -0.655 -1.600 0.016
O 28.8479 15.1880 33.5846 1.223 -0.979 0.171
O 30.2314 14.2982 35.5867 -0.632 -3.584 -1.580
C 30.6268 15.5073 36.0904 -0.038 1.366 0.003
O 30.8260 13.4026 33.2374 -2.059 1.531 0.406
C 31.7534 12.5149 33.8002 0.958 -1.293 -0.007
H 27.4746 11.6549 35.8088 1.078 0.407 0.731
H 26.7978 12.2024 34.4547 -0.909 0.817 0.087
H 27.0595 13.4427 35.7607 0.624 0.124 -0.254
H 30.4398 16.1954 35.2659 -0.034 0.991 0.759
H 31.6870 15.5099 36.3438 -0.017 -0.107 0.051
H 30.0022 15.5994 36.9789 0.277 1.014 0.027
H 31.3595 12.0677 34.7128 0.503 0.210 0.171
H 32.7723 12.9013 33.8229 -0.242 1.069 1.043
H 32.0396 11.6972 33.1387 -1.223 -0.356 -0.574
C 21.4596 6.6767 39.1870 -1.287 2.093 1.546
C 22.6918 6.5912 38.3590 -0.330 0.370 -1.287
O 23.1246 7.8571 37.7109 0.805 0.555 2.636
C 23.9806 8.7810 38.3479 0.757 -1.861 0.394
O 24.7201 8.6652 39.3288 -2.088 -0.325 -2.125
O 23.9305 9.8237 37.5394 1.276 1.598 -0.956
C 25.2169 10.4956 37.1890 -0.996 -0.201 0.560
H 20.6730 7.3507 38.8476 -0.022 -0.122 -1.227
H 21.6205 7.2438 40.1039 0.540 -0.589 0.660
H 20.9282 5.7517 39.4108 0.610 -0.256 -0.072
H 22.3536 6.0762 37.4598 0.891 -0.583 -0.006
H 23.4728 6.1039 38.9427 0.343 0.117 -0.543
H 25.0028 11.2056 36.3902 -0.379 -0.387 -0.154
H 25.9184 9.7354 36.8452 -0.031 0.115 0.202
H 25.6018 11.1127 38.0008 -0.018 -0.494 0.321
```
Positions in Å, forces in eV/Å.

Values from the calculation:
LUMO level (eV): -0.43
Calculated total energy (eV): -208940.2419
SMILES: O=[N+]([O-])c1ccccc1.COP(=O)(OC)OC.COP(=O)(OC)OC.COP(=O)(OC)OC.COP(=O)(OC)OC.COP(=O)(OC)OC.COP(=O)(OC)OC.COP(=O)(OC)OC.COP(=O)(OC)OC.COP(=O)(OC)OC.CCOC(=O)OC
ΔE to the lowest compared entry with this formula, charge and spin (kcal/mol): 114.2
Kohn-Sham gap (Ha): 0.350

Löwdin population analysis, charges in e, atoms 1 to 4: 0.0948, -0.3367, 0.0823, -0.1963

# 3
C5H10O2 | the ωB97M-V functional and the def2-TZVPD basis

```
17
Properties=species:S:1:pos:R:3:forces:R:3
O 2.0702 0.3161 1.0268 -0.085 0.094 0.005
C 1.8926 -0.5052 -0.1260 -0.050 -0.296 -0.381
C 0.4544 -1.0306 -0.2396 0.067 0.181 0.029
C -0.4572 0.1860 -0.2921 0.129 0.165 -0.086
C -1.9172 0.1096 -0.7378 -0.030 -0.134 -0.282
O -2.3232 0.9233 0.3769 -0.240 0.110 0.050
C -1.0295 0.7789 0.9943 0.203 0.156 0.256
H 2.2029 1.2270 0.7370 -0.041 -0.289 0.145
H 2.6225 -1.3218 -0.0947 -0.086 0.113 0.057
H 2.0884 0.1051 -1.0163 0.102 -0.261 -0.028
H 0.1967 -1.6978 0.5997 0.100 0.397 -0.041
H 0.3210 -1.6682 -1.1315 0.289 0.394 0.077
H 0.0172 1.0385 -0.8289 -0.066 -0.739 0.060
H -2.3943 -0.8822 -0.7131 0.200 0.112 0.107
H -2.1135 0.5662 -1.7153 -0.198 0.021 0.217
H -0.5775 1.7323 1.2836 -0.260 -0.008 0.099
H -1.0537 0.1228 1.8772 -0.036 -0.015 -0.284
```
Positions in Å, forces in eV/Å.

Values from the calculation:
LUMO level (eV): 0.82
Calculated total energy (eV): -9440.5195
SMILES: OCCC1COC1
ΔE to the lowest compared entry with this formula, charge and spin (kcal/mol): 58.2
Kohn-Sham gap (Ha): 0.382

Löwdin population analysis, charges in e, atoms 1 to 4: -0.0667, -0.2631, -0.1446, -0.2865